A structure of composition C42H31IrN7O5PSSe at a distorted geometry, computed with ωB97M-V with the def2-TZVPD basis set.

```
! wB97M-V def2-TZVPD RIJCOSX def2/J DEFGRID3
* xyz 1 2
Ir -0.47 -1.66 0.32
Se -6.03 -1.83 5.51
N -6.00 -1.51 3.76
C -4.77 -1.70 3.36
C -4.36 -1.56 1.97
C -5.23 -1.24 0.93
C -4.73 -1.13 -0.35
C -3.37 -1.34 -0.57
N -2.53 -1.65 0.41
C -3.02 -1.75 1.67
C -2.05 -2.09 2.70
N -0.79 -2.25 2.28
C 0.14 -2.67 3.14
C -0.16 -2.89 4.48
C -1.44 -2.68 4.94
C -2.42 -2.28 4.03
C -3.82 -2.06 4.38
N -4.29 -2.17 5.59
H -6.28 -1.09 1.15
H -5.37 -0.89 -1.18
H -2.94 -1.27 -1.56
H 1.14 -2.84 2.76
H 0.63 -3.22 5.14
H -1.71 -2.82 5.97
O 3.29 -2.22 1.85
S 2.55 -1.11 1.33
O 1.84 -0.30 2.27
O 1.59 -1.63 0.21
C 3.56 -0.13 0.29
C 4.74 0.36 0.81
C 5.58 1.09 -0.01
C 5.23 1.30 -1.34
C 4.04 0.79 -1.85
C 3.17 0.09 -1.02
P 1.73 -0.71 -1.81
C 1.23 0.33 -3.17
C 0.14 -0.44 -3.88
C -0.78 0.44 -4.68
C -0.51 1.75 -4.86
C 0.60 2.39 -4.25
C 1.41 1.67 -3.36
C 2.51 -2.16 -2.58
C 3.18 -1.98 -3.79
C 3.80 -3.06 -4.41
C 3.75 -4.31 -3.83
C 3.08 -4.50 -2.63
C 2.46 -3.43 -2.00
H 5.01 0.15 1.84
H 6.51 1.49 0.37
H 5.90 1.84 -2.00
H 3.82 0.93 -2.89
H 0.58 -1.18 -4.57
H -1.63 -0.02 -5.16
H -1.17 2.34 -5.49
H 0.78 3.44 -4.40
H 2.13 2.21 -2.77
H 3.21 -1.00 -4.26
H 4.31 -2.91 -5.35
H 4.23 -5.15 -4.31
H 3.04 -5.48 -2.17
H 1.96 -3.58 -1.06
N 0.08 -1.18 -1.57
C -0.54 -1.26 -2.78
N -1.58 -2.01 -2.91
C -2.19 -2.15 -4.09
N -2.78 -2.35 -5.06
C -1.70 6.18 3.09
C -1.32 4.87 2.46
C -1.04 4.79 1.10
C -0.64 3.60 0.51
C -0.36 3.60 -0.97
C -0.56 2.44 1.31
C -0.87 2.49 2.68
C -0.83 1.30 3.59
C -1.22 3.72 3.22
C -0.11 1.18 0.65
O 0.76 1.13 -0.21
O -0.81 0.13 1.05
H -1.87 6.95 2.34
H -0.91 6.53 3.76
H -2.61 6.07 3.69
H -1.12 5.67 0.49
H -0.75 4.52 -1.42
H -0.80 2.75 -1.48
H 0.72 3.56 -1.16
H -1.71 0.67 3.44
H -0.83 1.63 4.63
H 0.05 0.68 3.42
H -1.44 3.77 4.29
*
```

## Properties
**LUMO level (spin up / spin down)**: -5.537 / -6.180 eV
**HOMO-LUMO gap (spin up / spin down)**: 3.4 / 3.6 eV
**ΔE to the lowest compared entry with this formula, charge and spin**: 337.5 kJ/mol
**Calculated total energy**: -153027.721 eV
**Expectation value of S²**: 0.933

Atomic charges from the Mulliken analysis, expressed in e, are listed below:
1 Ir 1.747
2 Se 0.288
3 N -0.859
4 C 0.876
5 C 0.421
6 C -0.708
7 C -0.956
8 C 0.111
9 N -0.309
10 C 0.076
11 C -0.120
12 N -0.150
13 C -0.003
14 C -1.029
15 C -0.735
16 C 0.724
17 C 0.982
18 N -0.871
19 H 0.553
20 H 0.494
21 H 0.093
22 H 0.510
23 H 0.489
24 H 0.564
25 O -0.685
26 S 1.128
27 O -0.589
28 O -1.248
29 C 0.089
30 C -0.686
31 C -0.933
32 C -0.957
33 C -0.996
34 C 0.615
35 P 3.748
36 C -0.430
37 C 0.770
38 C -0.780
39 C -0.783
40 C -0.655
41 C -0.841
42 C 0.842
43 C -0.426
44 C -0.938
45 C -0.580
46 C -1.008
47 C -0.409
48 H 0.556
49 H 0.434
50 H 0.468
51 H 0.379
52 H 0.382
53 H 0.504
54 H 0.465
55 H 0.477
56 H 0.527
57 H 0.301
58 H 0.449
59 H 0.432
60 H 0.482
61 H 0.350
62 N -0.348
63 C 0.659
64 N -1.006
65 C 0.312
66 N -0.600
67 C -1.513
68 C 0.508
69 C -1.063
70 C 0.843
71 C -1.074
72 C -0.284
73 C 1.014
74 C -0.912
75 C -1.138
76 C 0.151
77 O -0.135
78 O -0.281
79 H 0.367
80 H 0.320
81 H 0.358
82 H 0.306
83 H 0.443
84 H 0.137
85 H 0.192
86 H 0.082
87 H 0.507
88 H 0.094
89 H 0.416

A structure of composition C42H32AuBrGeN6, computed with ωB97M-V with the def2-TZVPD basis set.

```
! wB97M-V def2-TZVPD RIJCOSX def2/J DEFGRID3
* xyz 0 1
Au -0.01 1.31 -0.85
C 3.99 -0.18 -0.20
C 4.81 0.94 -0.05
C 4.23 2.17 -0.09
C 2.84 2.34 -0.29
N 2.07 1.24 -0.51
C 2.66 0.02 -0.43
N 2.44 3.64 -0.23
C 1.22 4.07 -0.32
N 0.07 3.36 -0.52
C -1.01 4.18 -0.55
N -2.27 3.87 -0.72
C -2.77 2.62 -0.90
C -4.18 2.59 -0.97
C -4.87 1.42 -1.10
C -4.15 0.22 -1.17
C -2.79 0.28 -1.11
N -2.08 1.45 -1.00
C -0.53 5.55 -0.35
C -1.21 6.76 -0.28
C -0.45 7.90 -0.07
C 0.94 7.83 0.07
C 1.61 6.62 0.00
C 0.84 5.48 -0.21
H 4.37 -1.19 -0.16
H 5.87 0.84 0.11
H 4.80 3.08 0.04
H 2.00 -0.81 -0.60
H -4.67 3.55 -0.91
H -5.95 1.43 -1.15
H -4.62 -0.75 -1.26
H -2.18 -0.61 -1.17
H -2.29 6.80 -0.39
H -0.94 8.87 -0.02
H 1.50 8.74 0.22
H 2.68 6.55 0.11
Br -3.11 -0.59 4.44
C -1.65 0.46 3.86
C -0.81 1.08 4.76
C 0.25 1.81 4.26
C 0.44 1.87 2.89
N -0.37 1.25 2.02
C -1.40 0.57 2.50
H -0.98 0.99 5.83
H 0.94 2.32 4.92
H 1.26 2.42 2.46
H -2.06 0.10 1.78
C -0.10 -0.61 -1.51
Ge 0.08 -2.38 -0.86
C -1.66 -3.27 -0.65
C -2.07 -3.88 0.53
C -3.34 -4.44 0.65
C -4.21 -4.42 -0.43
C -3.81 -3.83 -1.62
C -2.55 -3.26 -1.73
C 1.05 -2.56 0.82
C 0.48 -2.22 2.04
C 1.18 -2.34 3.23
C 2.49 -2.82 3.21
C 3.07 -3.18 2.01
C 2.36 -3.06 0.82
C 1.03 -3.42 -2.20
C 1.05 -4.82 -2.11
C 1.71 -5.58 -3.05
C 2.37 -4.96 -4.11
C 2.36 -3.58 -4.21
C 1.69 -2.82 -3.26
H -0.50 -0.59 -2.53
H -1.40 -3.92 1.38
H -3.64 -4.91 1.58
H -5.20 -4.86 -0.34
H -4.49 -3.82 -2.47
H -2.26 -2.80 -2.67
H -0.54 -1.86 2.08
H 0.71 -2.06 4.16
H 3.04 -2.92 4.14
H 4.09 -3.56 1.99
H 2.83 -3.35 -0.11
H 0.53 -5.32 -1.30
H 1.72 -6.66 -2.97
H 2.89 -5.56 -4.85
H 2.87 -3.09 -5.03
H 1.69 -1.73 -3.34
*
```

## Properties
**LUMO level (spin up / spin down)**: -0.809 / -1.552 eV
**HOMO-LUMO gap (spin up / spin down)**: 5.9 / 3.1 eV
**ΔE to the lowest compared entry with this formula, charge and spin**: 68.0 kJ/mol
**Calculated total energy**: -183261.889 eV

Atomic charges from the Mulliken analysis, expressed in e, are listed below:
1 Au 1.809
2 C -0.925
3 C -0.706
4 C -0.303
5 C 0.318
6 N -0.286
7 C -0.067
8 N -0.611
9 C -0.146
10 N -0.649
11 C 0.128
12 N -0.621
13 C 0.376
14 C -0.312
15 C -0.735
16 C -0.535
17 C -0.259
18 N -0.231
19 C 0.117
20 C -0.172
21 C -0.629
22 C -0.638
23 C -0.202
24 C 0.284
25 H 0.475
26 H 0.401
27 H 0.513
28 H -0.296
29 H 0.503
30 H 0.418
31 H 0.542
32 H -0.087
33 H 0.544
34 H 0.407
35 H 0.399
36 H 0.545
37 Br -0.143
38 C -0.334
39 C -0.210
40 C -0.882
41 C -0.138
42 N 0.361
43 C -0.369
44 H 0.442
45 H 0.429
46 H 0.235
47 H 0.608
48 C -1.633
49 Ge 3.825
50 C 0.369
51 C -0.349
52 C -0.732
53 C -0.489
54 C -0.729
55 C -0.529
56 C -0.266
57 C 0.128
58 C -1.025
59 C -0.691
60 C -0.752
61 C -0.440
62 C -0.408
63 C -0.310
64 C -0.766
65 C -0.417
66 C -0.727
67 C -0.435
68 H 0.706
69 H 0.397
70 H 0.428
71 H 0.390
72 H 0.437
73 H 0.369
74 H 0.577
75 H 0.480
76 H 0.389
77 H 0.441
78 H 0.529
79 H 0.373
80 H 0.389
81 H 0.380
82 H 0.391
83 H 0.332